Entry 1:
Molecular formula: C35H45CrGe2N4O5
Method: DFT, ωB97M-V/def2-TZVPD

Properties
- highest occupied orbital energy (spin up / spin down) (eV) = -7.9 / -8.0
- E_tot (eV) = -194674.53184

ORCA input file:
```
! wB97M-V def2-TZVPD RIJCOSX def2/J DEFGRID3
* xyz 0 4
Cr -1.756 1.390 1.047
O -3.519 0.691 0.997
C -4.204 0.100 1.945
C -5.547 -0.235 1.692
C -6.313 -0.874 2.640
C -5.785 -1.209 3.891
C -4.478 -0.888 4.162
C -3.666 -0.243 3.212
C -2.308 0.046 3.591
N -1.424 0.573 2.821
N -0.187 0.880 3.391
C 0.508 1.583 2.544
O 0.090 1.920 1.361
C 1.858 2.052 2.940
C 2.551 2.911 2.092
C 3.809 3.373 2.449
C 4.384 2.972 3.647
C 3.696 2.108 4.491
C 2.435 1.652 4.143
H -5.954 0.028 0.724
H -7.343 -1.117 2.410
H -6.395 -1.707 4.632
H -4.047 -1.134 5.125
H -1.998 -0.173 4.611
H 2.090 3.210 1.160
H 4.340 4.053 1.794
H 5.365 3.334 3.926
H 4.143 1.795 5.426
H 1.885 0.985 4.792
C 1.574 -2.628 1.016
C 0.768 -1.380 1.379
Ge -0.750 -1.184 0.138
C -2.275 -2.278 0.759
C -2.189 -3.722 0.262
C -0.277 -1.888 -1.616
C -0.610 -1.052 -2.606
Ge -1.208 0.623 -1.766
C -3.095 0.964 -2.206
C -3.264 1.280 -3.694
C 0.008 2.172 -1.874
C 0.904 2.243 -3.108
C -0.611 -1.422 -4.039
C -0.745 -2.760 -4.419
C -0.746 -3.125 -5.755
C -0.627 -2.159 -6.745
C -0.520 -0.825 -6.384
C -0.520 -0.463 -5.045
H 2.377 -2.804 1.738
H 2.028 -2.529 0.028
H 0.957 -3.529 1.007
H 1.399 -0.495 1.327
H 0.379 -1.446 2.396
H -3.203 -1.822 0.415
H -2.296 -2.246 1.849
H -2.221 -3.766 -0.828
H -3.024 -4.314 0.641
H -1.268 -4.216 0.581
H 0.101 -2.892 -1.812
H -3.468 1.779 -1.591
H -3.657 0.071 -1.926
H -2.678 2.154 -3.988
H -4.308 1.500 -3.925
H -2.954 0.446 -4.325
H 0.623 2.117 -0.977
H -0.607 3.067 -1.786
H 1.446 1.312 -3.269
H 1.647 3.035 -2.981
H 0.339 2.482 -4.010
H -0.865 -3.519 -3.657
H -0.853 -4.168 -6.025
H -0.635 -2.444 -7.789
H -0.440 -0.060 -7.146
H -0.448 0.581 -4.780
O -2.379 3.039 2.052
N -2.517 3.732 0.988
O -2.875 4.865 0.977
O -2.227 3.071 -0.070
C 4.473 -0.374 1.740
C 4.737 -0.201 0.240
C 5.372 -1.469 -0.343
C 5.638 1.016 -0.003
C 3.452 0.028 -0.448
N 2.448 0.195 -0.981
H 5.425 -0.536 2.249
H 3.830 -1.234 1.927
H 4.001 0.512 2.163
H 6.325 -1.652 0.154
H 5.552 -1.363 -1.413
H 4.728 -2.334 -0.184
H 6.596 0.854 0.494
H 5.185 1.919 0.406
H 5.819 1.165 -1.068
*
```

Entry 2:
Molecular formula: C35H46Al2Cl10F9N3O11S
Method: DFT, ωB97M-V/def2-TZVPD

Properties
- highest occupied orbital energy (eV) = -8.1
- E_tot (eV) = -237736.95660

ORCA input file:
```
! wB97M-V def2-TZVPD RIJCOSX def2/J DEFGRID3
* xyz 0 1
C 2.901 0.888 0.074
C 3.418 1.822 -0.443
C 4.539 2.689 -0.929
C 5.923 1.956 -0.850
O 6.559 1.790 0.117
O 6.306 1.506 -2.105
C 5.239 1.696 -3.053
S 4.433 0.042 -2.998
O 2.997 0.011 -3.316
O 4.649 -0.662 -1.765
C 5.317 -1.090 -4.282
F 6.338 -0.417 -4.842
F 4.508 -1.421 -5.272
C 5.906 -2.367 -3.618
F 6.824 -2.086 -2.713
F 6.541 -3.037 -4.602
F 4.969 -3.183 -3.163
C 4.583 2.978 -2.449
C 3.428 3.758 -3.110
C 2.115 2.998 -3.343
C 0.962 3.921 -3.848
N -0.237 3.144 -4.165
C -1.089 2.920 -2.974
C -1.555 1.478 -2.922
C -2.755 1.091 -3.515
C -3.137 -0.254 -3.456
C -2.364 -1.233 -2.863
C -1.173 -0.849 -2.263
C -0.815 0.481 -2.292
O 0.353 0.857 -1.663
H 2.233 0.136 0.446
H 4.448 3.567 -0.281
H 5.700 2.010 -3.988
H 5.423 3.695 -2.522
H 3.768 4.241 -4.040
H 3.200 4.601 -2.429
H 1.723 2.494 -2.452
H 2.291 2.312 -4.174
H 1.281 4.377 -4.804
H 0.771 4.757 -3.162
H 0.021 2.259 -4.587
H -0.491 3.196 -2.092
H -1.959 3.591 -3.059
H -3.389 1.826 -3.994
H -4.083 -0.580 -3.883
H -2.634 -2.286 -2.832
H -0.508 -1.557 -1.770
H 1.082 0.282 -1.944
Cl -5.298 1.273 -2.557
C -8.372 -1.518 -1.803
N -8.457 -2.697 -0.876
C -9.266 -3.762 -1.555
C -9.150 -2.289 0.385
C -7.080 -3.274 -0.589
C -6.123 -2.360 0.151
O -5.868 -1.175 -0.594
H -9.373 -1.312 -2.181
H -8.019 -0.646 -1.246
H -7.704 -1.764 -2.625
H -10.258 -3.366 -1.759
H -9.334 -4.621 -0.891
H -8.768 -4.035 -2.482
H -8.602 -1.470 0.843
H -9.184 -3.147 1.054
H -10.157 -1.963 0.133
H -6.666 -3.546 -1.560
H -7.239 -4.179 -0.003
H -5.181 -2.896 0.286
H -6.505 -2.095 1.142
H -5.224 -0.660 -0.088
C -9.424 1.042 5.972
C -8.992 -0.278 5.973
C -7.954 -0.669 5.142
C -7.356 0.274 4.321
C -7.782 1.592 4.306
C -8.823 1.974 5.137
N -6.240 -0.130 3.459
O -5.902 -1.301 3.478
O -5.716 0.724 2.773
H -10.232 1.345 6.626
H -9.463 -1.002 6.624
H -7.621 -1.697 5.147
H -7.315 2.322 3.660
H -9.163 3.001 5.137
Al -7.131 1.366 -1.295
Cl 3.767 0.939 -5.491
Cl -0.015 -0.706 2.524
C -0.174 0.832 1.638
C -1.522 1.474 1.847
Cl -2.832 0.543 1.071
H 0.014 0.636 0.584
H 0.609 1.494 2.009
H -1.530 2.466 1.398
H -1.763 1.575 2.903
Cl 11.233 -2.165 0.631
C 9.613 -1.590 0.201
C 9.104 -0.550 1.169
Cl 8.768 -1.240 2.775
H 8.951 -2.453 0.158
H 9.680 -1.159 -0.799
H 8.169 -0.127 0.804
H 9.819 0.264 1.295
F 11.288 -4.065 3.996
Al 11.128 -5.518 3.084
F 12.532 -5.747 2.115
F 9.740 -5.399 2.063
F 10.940 -6.852 4.154
C 10.275 2.191 4.600
O 10.714 2.183 3.423
O 9.772 1.016 5.017
O 10.259 3.149 5.374
H 9.941 0.511 4.185
C 1.582 0.576 6.365
Cl 1.755 0.962 8.082
Cl 1.422 -1.172 6.165
Cl 0.136 1.377 5.725
Cl 3.005 1.143 5.485
*
```

Entry 3:
Molecular formula: C35H46Br2N9NaO5PS
Method: DFT, ωB97M-V/def2-TZVPD

Properties
- highest occupied orbital energy (spin up / spin down) (eV) = -2.4 / -2.9
- E_tot (eV) = -225311.78475

ORCA input file:
```
! wB97M-V def2-TZVPD RIJCOSX def2/J DEFGRID3
* xyz -1 1
Na -0.465 0.440 -1.460
S 4.668 -0.040 -7.147
N 4.347 1.178 -6.135
C 3.383 0.778 -5.340
C 2.781 1.567 -4.275
C 3.179 2.851 -4.001
C 2.531 3.523 -2.983
C 1.534 2.870 -2.296
N 1.125 1.609 -2.518
C 1.745 0.976 -3.508
C 1.299 -0.395 -3.790
N 0.318 -0.866 -3.022
C -0.097 -2.096 -3.280
C 0.416 -2.922 -4.273
C 1.427 -2.436 -5.066
C 1.879 -1.150 -4.829
C 2.944 -0.540 -5.610
N 3.586 -1.109 -6.602
H 3.968 3.315 -4.578
H 2.791 4.541 -2.726
H 1.010 3.389 -1.503
H -0.897 -2.433 -2.641
H 0.019 -3.919 -4.414
H 1.862 -3.030 -5.858
Br -1.501 2.617 -2.474
C -2.761 1.656 -3.545
Br -2.379 -0.165 -3.143
H -2.581 1.851 -4.593
H -3.769 1.899 -3.237
O -2.113 0.679 -0.168
O -3.370 0.591 -0.604
O -1.023 -1.460 -0.611
P -1.222 -2.622 0.265
N -2.450 -3.681 -0.212
C -3.767 -3.040 -0.497
C -4.369 -3.832 -1.672
C -3.517 -5.108 -1.735
C -2.147 -4.611 -1.307
N 0.103 -3.602 0.384
C 1.447 -3.128 -0.004
C 2.322 -4.348 0.275
C 1.688 -4.955 1.535
C 0.183 -4.695 1.355
N -1.598 -2.132 1.809
C -0.540 -1.343 2.459
C -1.205 -0.891 3.751
C -2.644 -0.565 3.311
C -2.883 -1.423 2.050
H -3.662 -1.980 -0.751
H -4.409 -3.108 0.379
H -4.265 -3.266 -2.600
H -5.426 -4.043 -1.522
H -3.498 -5.559 -2.728
H -3.894 -5.849 -1.027
H -1.661 -4.106 -2.150
H -1.494 -5.419 -0.976
H 1.758 -2.273 0.597
H 1.477 -2.815 -1.042
H 3.366 -4.075 0.418
H 2.262 -5.060 -0.553
H 2.059 -4.433 2.419
H 1.908 -6.016 1.651
H -0.294 -4.441 2.305
H -0.321 -5.588 0.966
H -0.257 -0.482 1.839
H 0.355 -1.942 2.645
H -0.698 -0.036 4.198
H -1.208 -1.708 4.477
H -2.730 0.491 3.061
H -3.365 -0.786 4.099
H -3.152 -0.776 1.211
H -3.687 -2.145 2.204
O 1.101 -0.312 -0.469
C 2.964 5.391 4.182
C 1.630 5.420 3.442
N 0.600 4.619 4.074
C -0.028 5.185 5.253
C -1.144 6.167 4.917
C -0.010 3.524 3.515
O -1.042 3.084 4.010
C 0.584 2.888 2.304
C 1.941 2.622 2.142
C 2.369 1.970 1.005
C 1.413 1.575 0.056
N 0.092 1.810 0.212
C -0.287 2.430 1.303
H 3.723 5.938 3.620
H 3.311 4.369 4.326
H 2.885 5.854 5.167
H 1.761 5.093 2.416
H 1.274 6.456 3.390
H 0.740 5.676 5.857
H -0.432 4.371 5.848
H -0.765 7.029 4.362
H -1.614 6.539 5.829
H -1.904 5.679 4.311
H 2.655 2.890 2.911
H 3.415 1.746 0.848
H 1.704 1.042 -0.886
H -1.360 2.567 1.405
*
```

Entry 4:
Molecular formula: C35H46ClFeN10O4S
Method: DFT, ωB97M-V/def2-TZVPD

Properties
- highest occupied orbital energy (spin up / spin down) (eV) = -6.9 / -6.9
- E_tot (eV) = -117874.08400

ORCA input file:
```
! wB97M-V def2-TZVPD RIJCOSX def2/J DEFGRID3
* xyz 1 5
Fe -0.015 -0.279 0.195
N -0.216 -2.553 1.141
C -0.423 -2.036 2.503
C -0.879 -3.116 3.501
C -1.000 -2.772 5.014
C -1.914 -1.601 5.445
N -1.532 -0.245 5.054
C -0.400 0.365 5.403
N 0.328 -0.098 6.427
N -0.096 1.542 4.864
C 0.879 -1.253 2.859
O 1.523 -1.537 3.865
O 1.146 -0.298 2.055
H -1.023 -3.090 0.835
H 0.589 -3.171 1.120
H -1.222 -1.295 2.405
H -0.168 -3.942 3.434
H -1.858 -3.470 3.162
H 0.010 -2.614 5.387
H -1.408 -3.661 5.501
H -1.998 -1.606 6.535
H -2.906 -1.770 5.028
H -2.073 0.198 4.328
H 0.177 -1.047 6.724
H 1.284 0.210 6.491
H -0.537 1.825 3.981
H 0.857 1.848 4.977
S 2.792 -5.634 -4.785
N 3.496 -4.372 -4.050
C 2.561 -3.716 -3.386
C 2.756 -2.574 -2.535
C 3.999 -2.102 -2.175
C 4.092 -1.053 -1.249
C 2.917 -0.505 -0.776
N 1.695 -0.867 -1.169
C 1.576 -1.941 -2.010
C 0.310 -2.445 -2.268
N -0.849 -1.741 -1.811
C -1.971 -2.510 -1.499
C -2.086 -3.802 -1.868
C -1.062 -4.411 -2.667
C 0.119 -3.740 -2.840
C 1.264 -4.309 -3.522
N 1.272 -5.387 -4.277
H 4.881 -2.574 -2.584
H 5.048 -0.694 -0.898
H 2.946 0.263 -0.009
H -2.751 -1.980 -0.963
H -2.961 -4.373 -1.596
H -1.186 -5.396 -3.090
C -0.020 4.515 -1.571
C -0.443 3.041 -1.339
N 0.730 2.239 -1.020
C 1.656 2.223 -2.143
C 2.075 3.668 -2.514
N 1.472 4.579 -1.499
C 1.941 4.191 -0.134
C 1.364 2.789 0.173
H -0.427 5.177 -0.806
H -0.336 4.878 -2.548
H -0.931 2.631 -2.223
H -1.136 2.959 -0.502
H 1.176 1.742 -2.994
H 2.522 1.623 -1.872
H 1.712 3.956 -3.500
H 3.158 3.790 -2.495
H 1.769 5.534 -1.694
H 1.595 4.939 0.579
H 3.031 4.192 -0.139
H 0.601 2.828 0.948
H 2.140 2.108 0.516
Cl -7.354 2.902 3.814
C -5.857 2.362 3.148
C -5.757 1.067 2.655
C -4.574 0.659 2.071
C -3.485 1.527 1.990
C -3.590 2.808 2.527
C -4.773 3.227 3.107
C -2.242 1.065 1.303
O -2.284 0.018 0.624
O -1.170 1.734 1.431
H -6.600 0.395 2.725
H -4.471 -0.332 1.654
H -2.740 3.474 2.470
H -4.866 4.220 3.526
C -1.580 -0.927 -4.777
C -2.144 -0.360 -3.478
C -2.646 1.070 -3.682
C -1.120 -0.395 -2.333
H -2.348 -0.916 -5.550
H -1.249 -1.957 -4.644
H -0.734 -0.332 -5.129
H -2.998 -0.972 -3.179
H -1.841 1.718 -4.039
H -3.043 1.475 -2.750
H -3.443 1.089 -4.424
H -1.526 0.216 -1.513
H -0.170 0.030 -2.659
*
```

Entry 5:
Molecular formula: C35H47As3N3O3Ti
Method: DFT, ωB97M-V/def2-TZVPD

Properties
- highest occupied orbital energy (spin up / spin down) (eV) = -8.0 / -10.5
- E_tot (eV) = -253298.83360

ORCA input file:
```
! wB97M-V def2-TZVPD RIJCOSX def2/J DEFGRID3
* xyz 1 3
Ti -0.193 0.315 0.416
C -4.358 1.858 0.137
C -4.165 3.192 -0.216
C -2.878 3.638 -0.407
C -1.808 2.754 -0.263
N -1.994 1.451 0.084
C -3.257 1.045 0.281
C -0.421 3.113 -0.496
C 0.032 4.327 -0.967
C 1.397 4.492 -1.228
C 2.271 3.447 -0.981
C 1.783 2.261 -0.447
N 0.439 2.088 -0.227
C 2.569 1.149 0.018
C 3.963 1.047 -0.088
C 4.619 0.033 0.564
C 3.877 -0.845 1.369
C 2.512 -0.725 1.390
N 1.839 0.202 0.683
H -5.348 1.459 0.299
H -5.008 3.859 -0.328
H -2.692 4.671 -0.658
H -3.398 0.011 0.557
H -0.657 5.137 -1.156
H 1.765 5.429 -1.619
H 3.326 3.565 -1.180
H 4.508 1.770 -0.677
H 5.692 -0.071 0.491
H 4.373 -1.605 1.955
H 1.919 -1.377 2.021
C -5.369 -3.964 0.483
O -5.039 -3.655 1.827
C -3.953 -2.917 2.069
C -3.722 -2.592 3.422
C -2.692 -1.769 3.761
C -1.828 -1.201 2.791
C -0.855 -0.204 3.122
C -0.408 0.080 4.525
O -0.322 0.523 2.227
C -2.014 -1.607 1.431
O -1.201 -1.216 0.475
C -3.078 -2.458 1.102
H -6.303 -4.515 0.529
H -4.605 -4.589 0.016
H -5.511 -3.056 -0.110
H -4.393 -2.993 4.168
H -2.559 -1.507 4.800
H -0.966 -0.458 5.281
H -0.482 1.152 4.709
H 0.648 -0.184 4.613
H -3.186 -2.727 0.058
C -1.351 0.781 -3.023
As -0.020 -0.359 -2.132
C 1.505 0.253 -3.214
C -0.570 -1.973 -3.190
C 0.084 -3.378 -3.159
C 1.576 -3.262 -3.505
C -0.045 -4.109 -1.815
As 1.151 -3.543 -0.353
C 2.710 -4.723 -0.698
C 0.369 -4.782 0.971
C -0.572 -4.239 -4.254
As -2.512 -4.672 -4.468
C -3.323 -4.446 -2.679
C -3.159 -2.969 -5.222
H -1.331 0.633 -4.103
H -1.134 1.828 -2.807
H -2.348 0.550 -2.647
H 1.386 -0.039 -4.257
H 2.446 -0.145 -2.835
H 1.542 1.342 -3.151
H -0.526 -1.624 -4.226
H -1.624 -2.075 -2.912
H 2.091 -2.645 -2.764
H 1.719 -2.815 -4.491
H 2.031 -4.254 -3.511
H 0.123 -5.178 -1.979
H -1.061 -3.990 -1.431
H 2.420 -5.680 -1.133
H 3.193 -4.919 0.261
H 3.442 -4.238 -1.344
H 0.532 -5.813 0.657
H -0.698 -4.611 1.089
H 0.841 -4.642 1.945
H -0.089 -5.221 -4.216
H -0.306 -3.827 -5.234
H -2.936 -5.194 -1.988
H -4.395 -4.613 -2.787
H -3.171 -3.445 -2.271
H -2.567 -2.714 -6.101
H -3.124 -2.142 -4.513
H -4.190 -3.102 -5.548
*
```